# 1
{"formula": "C8H21N2Si", "method": "ωB97M-V/def2-TZVPD", "e_above_lowest_kcal_mol": 130.3, "homo_lumo_gap_ha": 0.298, "charge": 1, "e_lumo_ev": -3.1, "e_tot_ha": -715.97308, "elements": ["C", "C", "C", "C", "C", "C", "C", "C", "N", "N", "Si", "H", "H", "H", "H", "H", "H", "H", "H", "H", "H", "H", "H", "H", "H", "H", "H", "H", "H", "H", "H", "H"], "positions_angstrom": [[-1.37, -3.59, 0.00], [-0.47, -3.56, -1.02], [-2.56, 0.46, 1.00], [-2.17, 2.81, 1.38], [0.58, 2.52, -0.87], [1.69, 2.19, 1.24], [2.40, -3.51, -2.31], [-0.35, 1.19, 0.89], [-1.72, 1.45, 1.01], [0.40, 2.39, 0.58], [1.32, -2.85, -0.93], [-2.22, -4.28, -0.02], [-1.36, -2.93, 0.82], [-0.57, -4.28, -1.73], [-2.12, -0.50, 0.65], [-3.54, 0.61, 1.29], [2.06, -2.88, 0.36], [-2.35, 3.48, 0.52], [-3.25, 2.57, 1.79], [-1.54, 3.15, 2.17], [0.93, 3.54, -1.25], [1.35, 1.77, -1.13], [-0.40, 2.28, -1.19], [2.52, 2.01, 0.51], [2.01, 3.16, 1.83], [1.60, 1.45, 2.02], [3.14, -4.31, -2.06], [1.83, -3.77, -3.11], [3.13, -2.79, -2.63], [0.10, 0.30, 0.62], [-0.16, 3.22, 0.84], [1.11, -1.32, -1.26]]}



# 2
{"formula": "C3H6N2O2", "method": "ωB97M-V/def2-TZVPD", "smiles": "[H]/N=C/OCC(N)=O", "e_above_lowest_kcal_mol": 29.5, "homo_lumo_gap_ha": 0.389, "e_lumo_ev": 0.8, "e_tot_ha": -377.91241, "elements": ["N", "C", "O", "C", "O", "C", "N", "H", "H", "H", "H", "H", "H"], "positions_angstrom": [[-1.58, 0.55, -0.45], [-1.37, -0.36, 0.54], [-2.23, -1.10, 0.99], [0.02, -0.42, 1.17], [0.93, 0.64, 0.88], [1.58, 0.58, -0.29], [1.27, -0.21, -1.22], [-2.47, 0.44, -0.91], [-0.80, 0.77, -1.05], [0.47, -1.39, 0.91], [-0.13, -0.38, 2.25], [2.39, 1.32, -0.29], [1.89, -0.09, -2.01]]}



# 3
{"formula": "C3HCl2NO", "method": "ωB97M-V/def2-TZVPD", "smiles": "N#CC(Cl)=C=O.Cl", "e_above_lowest_kcal_mol": 17.8, "homo_lumo_gap_ha": 0.332, "e_lumo_ev": -0.8, "e_tot_ha": -1165.23400, "elements": ["C", "C", "C", "N", "O", "Cl", "Cl", "H"], "positions_angstrom": [[-1.64, -0.18, -0.12], [0.38, -0.65, 1.28], [-0.66, -1.00, 0.52], [-2.43, 0.32, -0.80], [1.40, -0.32, 1.71], [-1.09, -2.69, 0.74], [2.42, 1.72, -1.68], [1.63, 2.80, -1.65]]}



E_HOMO: -11.2 -9.8 -9.9 (eV)